The following is a quantum chemistry calculation of a cluster of 14 separate species, C6H40N2O13 in total, from the Open Molecules 2025 dataset.

Each line ends with the Löwdin charge.
Cartesian coordinates (Å):
C1 -1.402 -3.218 -1.149  -0.040
C2 -1.644 -2.010 -0.255  -0.331
C3 -0.403 -1.754 0.581  -0.163
C4 -0.284 -0.378 1.197  -0.067
C5 0.646 0.450 0.702  -0.141
N1 1.039 1.668 1.302  -0.079
C6 0.404 2.873 1.353  -0.071
N2 -2.143 -0.824 -1.013  0.208
H1 -2.247 -3.446 -1.794  0.085
H2 -1.128 -4.023 -0.459  0.091
H3 -0.491 -3.142 -1.735  0.065
H4 -2.492 -2.210 0.411  0.120
H5 0.475 -1.859 -0.064  0.065
H6 -0.158 -2.517 1.324  0.130
H7 -0.943 -0.058 2.011  0.087
H8 1.373 0.083 -0.033  0.107
H9 1.923 1.513 1.806  0.071
H10 -0.595 3.028 1.000  0.025
H11 0.890 3.630 1.948  0.049
H12 -3.099 -0.855 -1.363  0.141
H13 -2.121 0.010 -0.394  0.115
H14 -1.542 -0.580 -1.795  0.120
H15 6.112 -0.485 -0.601  0.076
H16 5.716 0.387 -1.620  0.076
O1 5.284 -0.045 -0.862  -0.042
H17 -3.406 5.480 0.170  0.052
H18 -2.947 5.274 -1.308  0.049
O2 -3.284 4.835 -0.527  -0.035
H19 1.491 -1.302 -2.193  0.010
H20 0.669 -1.004 -3.476  0.073
O3 0.714 -0.828 -2.531  -0.054
H21 4.580 -1.559 4.218  0.066
H22 4.550 -1.613 2.653  0.049
O4 4.455 -1.045 3.417  -0.033
H23 2.017 -4.717 -0.381  0.047
H24 1.925 -3.141 -0.315  0.005
O5 1.612 -3.968 0.053  -0.042
H25 -3.191 0.395 3.513  0.056
H26 -3.106 -0.765 2.497  0.019
O6 -2.675 0.050 2.779  -0.052
H27 1.589 2.972 -1.198  0.008
H28 2.490 4.143 -0.706  0.045
O7 1.606 3.765 -0.652  -0.073
H29 -0.103 2.284 -2.620  0.078
H30 -0.084 0.836 -1.975  -0.001
O8 -0.135 1.781 -1.800  -0.048
H31 -1.751 2.447 -0.968  0.041
H32 -2.897 2.737 -0.033  0.046
O9 -2.258 2.036 -0.239  -0.092
H33 3.408 0.334 2.817  0.019
H34 3.727 1.622 3.486  0.062
O10 2.963 1.144 3.140  -0.062
H35 -5.361 -1.786 1.853  0.049
H36 -4.957 -3.146 1.236  0.053
O11 -4.686 -2.228 1.334  -0.047
H37 -3.432 1.477 -1.545  0.017
H38 -4.379 1.069 -2.735  0.062
O12 -3.523 0.900 -2.328  -0.063
H39 3.849 -2.057 -2.674  0.058
H40 3.994 -1.054 -1.473  0.005
O13 3.362 -1.604 -1.983  -0.062

Computed properties:
Maximum force ... 1.77 eV/A
E_LUMO (spin up / spin down) ... -0.0819 / -0.0823 Eh
HOMO level (spin up / spin down) ... -6.264 / -10.459 eV
Multiplicity ... 2
Energy above the lowest of the compared OMol25 structures with the same formula, charge and spin ... 16.3 kcal per mole
Total charge ... +1